P) 15
Properties=species:S:1:pos:R:3 method="wB97M-V/def2-TZVPD" charge=0 e_homo_ev=-8.85 homo_lumo_gap_ev=7.756
C -1.204 0.349 0.462
C -0.429 -1.083 0.560
C -0.948 -2.264 -0.006
C -0.129 1.345 0.687
C 1.124 1.564 -0.059
C 1.429 0.725 -1.183
H -2.124 0.496 1.191
H 0.966 -0.906 1.067
H -0.252 -3.150 0.342
H -1.863 -2.448 -0.950
H 1.905 2.192 0.276
H 2.703 0.425 -1.378
H 0.726 0.018 -1.859
S -0.114 2.150 2.135
Cl -1.791 0.588 -1.286

---

Q) 15
Properties=species:S:1:pos:R:3 method="wB97M-V/def2-TZVPD" charge=0 e_homo_ev=-8.58 homo_lumo_gap_ev=7.761
C 0.574 -0.206 2.208
C -0.589 -0.457 1.611
C -0.930 0.169 0.334
Cl -2.404 1.052 0.485
C -0.168 0.222 -0.829
C 1.117 -0.587 -0.940
C -0.767 0.888 -1.969
S -0.071 1.181 -3.345
H 0.819 -0.533 3.218
H 1.328 0.441 1.749
H -1.357 -0.896 2.301
H 1.163 -1.356 -0.216
H 1.113 -1.050 -1.923
H 2.014 -0.009 -0.808
H -1.843 1.140 -1.873

---

Quick one: least stable of them? P)

---

P) 11
Properties=species:S:1:pos:R:3 method="wB97M-V/def2-TZVPD" charge=+1 e_homo_ev=-14.12 homo_lumo_gap_ev=7.840
C -1.797 0.981 -0.071
C -1.243 -0.243 -0.157
C -1.895 -1.426 -0.056
N 3.337 0.612 0.433
N 1.552 -0.346 -0.627
N 2.460 0.018 -0.067
O -2.330 -2.463 -0.007
H -1.191 1.869 -0.171
H -2.855 1.122 0.096
H -0.124 -0.352 -0.357
H 4.086 0.228 0.984

---

Q) 11
Properties=species:S:1:pos:R:3 method="wB97M-V/def2-TZVPD" smiles="O=[n+]1cccn[nH]1" charge=+1 e_homo_ev="-15.37 / -15.37" homo_lumo_gap_ev="8.794 / 8.794"
O 0.418 2.370 0.663
N 0.168 1.267 0.325
C -0.748 0.312 0.811
C -0.691 -1.014 0.466
C 0.166 -1.371 -0.571
N 0.968 -0.503 -1.102
N 1.029 0.682 -0.773
H -1.555 0.853 1.364
H -1.530 -1.506 0.989
H 0.338 -2.450 -0.885
H 1.438 1.359 -1.285

---

Quick one: least stable of them? Q)

---

P) 26
Properties=species:S:1:pos:R:3 method="wB97M-V/def2-TZVPD" charge=0 e_homo_ev=-8.13 homo_lumo_gap_ev=9.119
C 1.121 -0.913 0.018
C -1.052 0.532 1.908
C 0.658 2.160 1.432
C 2.352 -0.370 -0.665
N -0.016 0.956 0.974
H 1.256 -0.970 1.103
H 0.910 -1.945 -0.257
H -0.593 0.268 2.865
H 1.074 1.985 2.427
H -1.570 -0.334 1.512
H -1.797 1.322 2.069
H 1.463 2.422 0.745
H -0.028 3.016 1.501
H 2.238 -0.400 -1.746
H 3.230 -0.959 -0.379
H 2.539 0.664 -0.379
C -1.682 -1.902 -2.075
N -1.427 -1.134 -0.864
C -0.466 0.985 -0.441
N -0.281 -0.307 -1.020
H -1.311 -1.788 -0.086
H -2.529 -2.567 -1.893
H -0.822 -2.496 -2.408
H -1.952 -1.209 -2.870
H -1.515 1.304 -0.510
H 0.200 1.681 -0.961

---

Q) 26
Properties=species:S:1:pos:R:3 method="wB97M-V/def2-TZVPD" smiles=C[C@@H](NN(C)C)N(C)C charge=0 e_homo_ev=-7.56 homo_lumo_gap_ev=8.537
C -0.445 1.824 -0.477
C 0.075 0.534 0.164
N -0.051 -0.642 -0.644
N -1.517 -1.089 -0.183
C -2.732 -0.366 -0.478
C -1.563 -2.012 0.928
N 1.673 0.504 0.369
C 2.297 -0.770 0.685
C 2.540 1.353 -0.419
H -0.883 1.650 -1.465
H -1.197 2.287 0.166
H 0.309 2.586 -0.672
H -0.276 0.452 1.192
H -0.061 -0.390 -1.631
H -2.636 0.278 -1.357
H -3.076 0.234 0.376
H -3.535 -1.075 -0.724
H -1.762 -1.500 1.879
H -2.351 -2.761 0.774
H -0.629 -2.572 1.042
H 1.648 -1.386 1.313
H 3.229 -0.615 1.244
H 2.551 -1.344 -0.215
H 2.645 0.998 -1.452
H 2.203 2.394 -0.436
H 3.544 1.426 0.023

---

Quick one: least stable of them? P)

---

P) 6
Properties=species:S:1:pos:R:3 method="wB97M-V/def2-TZVPD" charge=0 e_homo_ev=-8.73 homo_lumo_gap_ev=7.208
C 1.779 0.601 1.271
C -1.216 -1.040 -0.158
N 1.097 1.358 0.721
I -0.616 -2.879 0.547
I -1.009 -0.728 -2.189
I -0.035 2.688 -0.192

---

Q) 6
Properties=species:S:1:pos:R:3 method="wB97M-V/def2-TZVPD" charge=0 e_homo_ev=-9.95 homo_lumo_gap_ev=8.128
C -0.523 -1.109 -0.535
C 0.255 0.434 0.263
N -1.191 -1.946 -0.906
I 2.134 -0.231 1.047
I -1.156 1.169 1.660
I 0.480 1.683 -1.529

---

Quick one: least stable of them? P)

---

P) 8
Properties=species:S:1:pos:R:3 method="wB97M-V/def2-TZVPD" smiles=C[C@@H](Cl)I charge=0 e_homo_ev=-9.57 homo_lumo_gap_ev=9.880
C 0.882 -0.337 0.149
C -0.805 0.192 0.004
Cl -1.059 1.685 0.909
I -1.297 0.242 -2.076
H 1.597 0.380 -0.444
H 0.842 -1.307 -0.135
H 1.103 -0.179 1.302
H -1.262 -0.677 0.290

---

Q) 8
Properties=species:S:1:pos:R:3 method="wB97M-V/def2-TZVPD" smiles=ClCCI charge=0 e_homo_ev=-9.81 homo_lumo_gap_ev=9.951
Cl 1.591 0.705 1.399
C 0.754 -0.127 -0.045
C -0.695 0.147 0.106
I -1.917 -0.645 -1.538
H 1.098 0.393 -0.962
H 1.110 -1.207 -0.019
H -0.952 -0.440 1.001
H -0.990 1.175 0.060

---

Quick one: least stable of them? P)

---

P) 19
Properties=species:S:1:pos:R:3 method="wB97M-V/def2-TZVPD" charge=0 e_homo_ev="-7.97 / -7.40" homo_lumo_gap_ev="6.605 / 6.233"
C -1.782 -1.704 -0.035
C -2.831 -0.775 0.032
C -0.378 -1.399 -0.063
C 0.521 -2.412 -0.007
C 1.487 0.354 -0.001
C -0.935 1.159 -0.113
C 0.096 -0.059 -0.049
C 1.933 1.827 0.007
O 2.351 -0.510 -0.195
P -2.852 0.982 -0.083
H -1.940 -2.713 0.067
H -3.871 -1.304 0.075
H 1.511 -2.137 0.432
H 0.191 -3.309 -0.405
H -0.624 1.664 0.943
H -0.732 1.817 -0.866
H 2.930 1.740 0.025
H 1.509 2.267 0.959
H 1.419 2.172 -0.793

---

Q) 19
Properties=species:S:1:pos:R:3 method="wB97M-V/def2-TZVPD" charge=0 e_homo_ev="-7.47 / -7.64" homo_lumo_gap_ev="6.263 / 6.770"
C 1.770 0.772 -2.739
C 0.429 0.911 -3.012
C 2.138 0.216 -1.516
C -0.488 0.753 -1.963
C 1.279 0.083 -0.475
C -0.035 0.459 -0.670
C -1.855 -1.615 3.801
C -0.917 0.645 0.472
O 0.498 -0.659 2.440
P -0.869 -0.568 1.950
H 2.512 0.947 -3.480
H 0.003 1.346 -3.925
H 3.117 -0.115 -1.278
H -1.514 1.099 -2.182
H 1.551 -0.247 0.454
H -2.823 -1.066 4.123
H -1.765 -2.539 3.273
H -0.986 -1.271 4.272
H -2.043 0.849 0.457

---

Quick one: least stable of them? P)

---

P) 15
Properties=species:S:1:pos:R:3 method="wB97M-V/def2-TZVPD" smiles="CC(C)=NC(=[NH2+])Cl" charge=+1 e_homo_ev=-15.12 homo_lumo_gap_ev=10.860
C -1.148 0.538 1.261
C -0.591 0.297 -0.051
C -1.531 0.475 -1.295
N 0.602 -0.117 -0.328
C 1.815 -0.344 0.088
N 2.377 -1.490 0.039
Cl 2.904 0.955 0.299
H -0.614 0.260 2.239
H -2.141 -0.037 1.230
H -1.530 1.573 1.386
H -2.540 0.122 -1.345
H -0.917 0.119 -2.147
H -1.695 1.587 -1.496
H 1.656 -2.223 -0.237
H 3.352 -1.717 0.359

---

Q) 15
Properties=species:S:1:pos:R:3 method="wB97M-V/def2-TZVPD" smiles="ClCC1=[NH+]CCN1" charge=+1 e_homo_ev=-14.74 homo_lumo_gap_ev=10.768
Cl 0.085 2.387 1.940
C -1.167 1.285 1.390
C -0.478 0.363 0.377
N -0.092 0.723 -0.841
C 0.584 -0.422 -1.536
C 0.836 -1.388 -0.393
N -0.014 -0.874 0.669
H -1.517 0.601 2.160
H -1.978 2.001 1.069
H 0.083 1.680 -1.276
H 1.513 -0.240 -1.881
H 0.016 -0.784 -2.346
H 0.582 -2.400 -0.828
H 1.785 -1.486 0.046
H -0.237 -1.447 1.450

---

Quick one: least stable of them? P)

---

P) 26
Properties=species:S:1:pos:R:3 method="wB97M-V/def2-TZVPD" smiles="CC1=CCCN=C1n1ccnn1.C=O" charge=0 e_homo_ev=-8.97 homo_lumo_gap_ev=9.208
C 1.938 0.536 1.120
C 0.733 -0.226 0.699
C 0.796 -1.485 0.313
C -0.514 -2.145 -0.048
C -1.476 -1.216 -0.711
N -1.614 0.052 0.028
C -0.546 0.393 0.665
N -0.725 1.434 1.514
C -1.564 2.516 1.245
C -1.385 3.351 2.302
N -0.441 2.805 3.087
N -0.078 1.685 2.648
H 1.539 1.525 1.477
H 2.545 0.610 0.252
H 2.609 0.084 1.879
H 1.700 -2.058 0.302
H -0.267 -3.062 -0.724
H -0.891 -2.500 0.834
H -2.403 -1.535 -0.681
H -1.218 -0.898 -1.711
H -2.178 2.473 0.366
H -1.575 4.392 2.312
C 0.485 0.992 -2.254
O 0.092 1.501 -1.239
H 1.535 0.524 -2.507
H -0.108 0.964 -3.177

---

Q) 26
Properties=species:S:1:pos:R:3 method="wB97M-V/def2-TZVPD" smiles="COC1=NCCC=C[C@@H]1n1ccnn1" charge=0 e_homo_ev=-9.30 homo_lumo_gap_ev=10.097
C -1.750 -2.652 -0.506
O -1.227 -1.923 0.630
C -0.912 -0.697 0.198
N -1.289 -0.169 -0.835
C -0.843 1.119 -1.280
C -1.360 2.251 -0.333
C -0.478 2.527 0.813
C 0.197 1.550 1.541
C 0.292 0.120 1.269
N 1.497 -0.158 0.425
C 2.026 -1.382 0.473
C 3.108 -1.300 -0.421
N 3.140 -0.087 -0.944
N 2.105 0.591 -0.479
H -0.963 -2.852 -1.192
H -2.439 -1.933 -1.034
H -2.210 -3.643 -0.236
H -1.296 1.446 -2.232
H 0.182 1.275 -1.416
H -2.322 1.845 0.093
H -1.735 3.145 -0.889
H -0.297 3.546 1.179
H 0.694 1.955 2.394
H 0.486 -0.454 2.214
H 1.502 -2.108 1.096
H 3.894 -2.013 -0.529

---

Quick one: least stable of them? P)